{"formula": "C38H47ClF9NO29", "method": "wB97M-V/def2-TZVPD", "symbols": ["C", "C", "C", "C", "C", "C", "N", "C", "O", "C", "Cl", "C", "C", "C", "O", "H", "H", "H", "H", "H", "H", "H", "H", "H", "H", "H", "H", "H", "H", "H", "H", "H", "H", "H", "H", "O", "C", "O", "C", "C", "F", "O", "H", "H", "H", "O", "C", "O", "C", "C", "F", "O", "H", "H", "H", "O", "C", "O", "C", "C", "F", "O", "H", "H", "H", "O", "C", "O", "C", "C", "F", "O", "H", "H", "H", "O", "C", "O", "C", "C", "F", "O", "H", "H", "H", "O", "C", "O", "C", "C", "F", "O", "H", "H", "H", "O", "C", "O", "C", "C", "F", "O", "H", "H", "H", "O", "C", "O", "C", "C", "F", "O", "H", "H", "H", "O", "C", "O", "C", "C", "F", "O", "H", "H", "H"], "positions_angstrom": [[-5.938, 1.654, 1.000], [-5.072, 0.511, 0.679], [-4.005, 0.258, 1.703], [-2.593, 0.441, 1.256], [-2.426, 1.618, 0.415], [-1.905, -0.748, 0.642], [-2.097, -1.937, 1.432], [-3.022, -2.689, 0.957], [-3.428, -3.577, 1.451], [-3.468, -2.127, -0.351], [-3.498, -3.449, -1.504], [-2.358, -1.256, -0.675], [-2.366, -0.391, -1.889], [-3.675, -0.083, -2.489], [-3.703, 1.229, -2.960], [-5.589, 2.516, 0.541], [-6.909, 1.478, 0.703], [-5.954, 1.831, 2.025], [-5.700, -0.321, 0.661], [-4.698, 0.620, -0.287], [-4.170, -0.665, 2.158], [-4.143, 0.963, 2.448], [-2.062, 0.664, 2.121], [-2.766, 1.505, -0.562], [-2.974, 2.395, 0.819], [-1.443, 1.929, 0.450], [-0.881, -0.532, 0.563], [-2.184, -1.794, 2.411], [-4.407, -1.703, -0.320], [-1.641, -1.967, -0.903], [-1.826, -0.905, -2.601], [-1.829, 0.467, -1.719], [-3.815, -0.719, -3.296], [-4.486, -0.246, -1.846], [-3.747, 1.190, -3.905], [-3.589, 4.431, 2.390], [-2.769, 4.116, 3.167], [-2.624, 4.644, 4.398], [-1.608, 3.900, 5.090], [-0.805, 3.321, 3.940], [-0.303, 2.086, 4.273], [-1.797, 3.167, 2.927], [-2.081, 3.132, 5.697], [-1.017, 4.543, 5.733], [-0.007, 3.967, 3.580], [-0.551, 1.628, 7.149], [0.253, 0.787, 7.060], [1.496, 0.841, 7.587], [2.112, -0.447, 7.406], [1.323, -1.000, 6.233], [1.170, -2.346, 6.291], [0.059, -0.395, 6.414], [1.970, -1.048, 8.303], [3.172, -0.349, 7.203], [1.720, -0.729, 5.258], [0.707, -2.134, -1.894], [1.500, -2.457, -1.094], [1.956, -3.709, -0.904], [3.050, -3.657, 0.032], [2.767, -2.361, 0.761], [3.909, -1.718, 1.134], [2.122, -1.592, -0.237], [3.990, -3.608, -0.515], [3.057, -4.520, 0.682], [2.109, -2.459, 1.622], [1.357, 6.933, 4.246], [2.283, 6.251, 4.008], [3.526, 6.679, 3.716], [4.400, 5.532, 3.627], [3.417, 4.422, 3.323], [3.800, 3.229, 3.861], [2.242, 4.873, 3.982], [4.897, 5.378, 4.583], [5.143, 5.664, 2.858], [3.206, 4.277, 2.265], [-3.251, 1.331, -6.071], [-2.971, 0.199, -6.238], [-2.255, -0.548, -5.360], [-2.247, -1.910, -5.829], [-2.509, -1.722, -7.307], [-3.211, -2.759, -7.829], [-3.312, -0.547, -7.327], [-3.046, -2.472, -5.345], [-1.296, -2.390, -5.626], [-1.614, -1.556, -7.906], [6.778, 4.102, 2.752], [6.943, 2.937, 2.705], [7.400, 2.179, 3.722], [7.324, 0.796, 3.328], [7.336, 0.906, 1.814], [6.610, -0.070, 1.221], [6.702, 2.161, 1.609], [6.392, 0.365, 3.688], [8.160, 0.232, 3.727], [8.329, 0.928, 1.366], [0.086, 0.960, -8.463], [0.784, 0.649, -7.566], [1.602, 1.477, -6.894], [2.170, 0.755, -5.784], [2.042, -0.681, -6.256], [1.832, -1.538, -5.229], [0.874, -0.622, -7.066], [1.577, 0.935, -4.888], [3.195, 1.060, -5.605], [2.876, -1.043, -6.856], [2.816, 0.279, -13.959], [2.080, -0.132, -13.144], [0.769, -0.421, -13.348], [0.246, -1.034, -12.157], [1.208, -0.525, -11.102], [1.397, -1.428, -10.100], [2.413, -0.386, -11.837], [0.295, -2.118, -12.253], [-0.781, -0.734, -11.981], [0.934, 0.432, -10.665], [1.349, -5.076, 6.339], [0.365, -5.226, 6.967], [-0.881, -5.253, 6.445], [-1.808, -5.592, 7.492], [-1.034, -5.177, 8.730], [-1.308, -5.963, 9.797], [0.312, -5.383, 8.322], [-1.996, -6.664, 7.481], [-2.745, -5.061, 7.369], [-1.165, -4.134, 9.019]], "lowdin_charge": [-0.0670, -0.2393, -0.1247, -0.3083, -0.0297, -0.2140, 0.1617, -0.7152, 0.1973, -0.5480, 0.7551, -0.3203, -0.1195, -0.2688, -0.0113, 0.0691, 0.0593, 0.0652, 0.0972, 0.0702, 0.1050, 0.0958, 0.1131, 0.0589, 0.0621, 0.0858, 0.1449, 0.1575, 0.0800, 0.0917, 0.0901, 0.0980, 0.0930, 0.0889, 0.0426, 0.1949, -0.5477, 0.0840, -0.0404, -0.2697, 0.0567, 0.0999, 0.1322, 0.1427, 0.1543, 0.1937, -0.5733, 0.0782, -0.0364, -0.3045, 0.0770, 0.1339, 0.1439, 0.1367, 0.1712, 0.1967, -0.5580, 0.0837, -0.0362, -0.3049, 0.0607, 0.1252, 0.1437, 0.1381, 0.1721, 0.1963, -0.5559, 0.0841, -0.0478, -0.2989, 0.0651, 0.0960, 0.1481, 0.1160, 0.1764, 0.1936, -0.5483, 0.0513, -0.0324, -0.3014, 0.0763, 0.1414, 0.1443, 0.1385, 0.1609, 0.1764, -0.5495, 0.0799, -0.0357, -0.3050, 0.0762, 0.1338, 0.1428, 0.1390, 0.1733, 0.1797, -0.5570, 0.0886, -0.0291, -0.2999, 0.0782, 0.1039, 0.1478, 0.1392, 0.1743, 0.1981, -0.5524, 0.0708, -0.0420, -0.3102, 0.0655, 0.1247, 0.1425, 0.1396, 0.1543, 0.1747, -0.5717, 0.0737, -0.0393, -0.3099, 0.0764, 0.1269, 0.1433, 0.1387, 0.1708], "homo_lumo_gap_ev": 9.08, "charge": 0, "multiplicity": 1, "smiles": "CCC[C@H](C)[C@H]1NC(=O)[C@H](Cl)[C@H]1CCO.O=C1OC[C@@H](F)O1.O=C1OC[C@@H](F)O1.O=C1OC[C@@H](F)O1.O=C1OC[C@@H](F)O1.O=C1OC[C@@H](F)O1.O=C1OC[C@@H](F)O1.O=C1OC[C@@H](F)O1.O=C1OC[C@@H](F)O1.O=C1OC[C@@H](F)O1"}


{"formula": "C38H47F4N7O2PS2Ti", "method": "wB97M-V/def2-TZVPD", "symbols": ["Ti", "C", "C", "C", "C", "C", "N", "C", "C", "C", "C", "C", "C", "C", "N", "C", "C", "C", "N", "C", "C", "N", "C", "C", "C", "N", "H", "H", "H", "H", "H", "H", "H", "H", "H", "H", "H", "H", "H", "H", "H", "H", "H", "H", "C", "C", "N", "C", "C", "C", "C", "N", "C", "C", "F", "C", "F", "C", "C", "F", "C", "F", "H", "H", "H", "H", "H", "H", "H", "H", "H", "H", "H", "H", "H", "H", "H", "C", "C", "C", "O", "P", "S", "S", "O", "C", "C", "C", "H", "H", "H", "H", "H", "H", "H", "H", "H", "H", "H", "H", "H", "H"], "positions_angstrom": [[1.520, 0.317, -2.512], [7.608, -2.327, -4.156], [6.313, -1.995, -3.508], [5.349, -2.980, -3.091], [4.201, -2.596, -2.456], [3.995, -1.322, -2.014], [2.880, -0.973, -1.237], [2.627, -1.615, -0.099], [3.375, -2.748, 0.389], [2.883, -3.516, 1.391], [1.676, -3.327, 2.031], [1.235, -4.119, 3.260], [0.987, -2.163, 1.659], [1.441, -1.294, 0.693], [0.907, 0.059, 0.574], [0.551, 0.822, 1.623], [-0.179, 1.911, 1.159], [-0.235, 1.746, -0.208], [0.416, 0.601, -0.545], [4.880, -0.355, -2.541], [6.039, -0.706, -3.178], [4.631, 1.009, -2.123], [5.532, 1.845, -1.480], [4.858, 3.069, -1.372], [3.589, 2.810, -1.826], [3.396, 1.571, -2.273], [8.197, -2.889, -3.418], [7.567, -2.999, -4.973], [8.089, -1.389, -4.398], [5.439, -3.984, -3.467], [3.417, -3.351, -2.330], [4.297, -2.934, -0.124], [3.520, -4.320, 1.740], [0.292, -3.730, 3.594], [1.163, -5.172, 3.148], [1.868, -3.846, 4.076], [0.205, -1.869, 2.319], [0.749, 0.493, 2.609], [-0.603, 2.749, 1.737], [-0.507, 2.408, -0.963], [6.657, 0.130, -3.502], [6.506, 1.459, -1.126], [5.288, 4.019, -1.033], [2.765, 3.572, -1.783], [-3.674, 0.631, -2.214], [-2.376, -0.266, -2.214], [-2.674, -1.491, -1.537], [-2.677, -1.361, -0.126], [-4.114, -1.387, 0.420], [-1.682, -2.510, -1.918], [-0.192, -2.262, -1.958], [0.290, -1.317, -2.989], [1.025, -1.705, -3.996], [1.971, -0.725, -4.441], [0.539, 1.730, -3.045], [2.878, -1.014, -5.429], [3.502, 0.011, -5.900], [3.078, -2.353, -5.960], [2.188, -3.308, -5.405], [2.158, -4.522, -5.915], [1.098, -2.994, -4.678], [0.198, -4.015, -4.592], [-3.588, 1.615, -2.735], [-4.001, 1.015, -1.221], [-4.427, 0.013, -2.686], [-1.362, 0.181, -1.935], [-2.209, -0.347, -3.313], [-2.146, -0.391, 0.117], [-2.017, -2.089, 0.385], [-4.588, -0.534, -0.052], [-4.117, -1.387, 1.585], [-4.636, -2.258, 0.076], [-1.798, -3.064, -2.861], [-1.816, -3.397, -1.304], [0.260, -3.271, -2.072], [0.222, -1.873, -1.053], [3.674, -2.618, -6.856], [-7.819, 2.300, 5.637], [-6.419, 2.880, 5.526], [-5.642, 2.609, 6.858], [-5.677, 2.252, 4.494], [-5.176, 3.030, 3.160], [-6.575, 3.970, 2.103], [-3.996, 1.651, 2.107], [-4.217, 4.260, 3.853], [-2.794, 4.165, 3.423], [-2.249, 5.633, 3.445], [-1.989, 3.361, 4.406], [-8.302, 2.465, 6.593], [-7.768, 1.227, 5.512], [-8.516, 2.766, 4.896], [-6.460, 3.964, 5.492], [-5.458, 1.537, 7.064], [-6.138, 2.984, 7.709], [-4.630, 3.109, 6.711], [-2.838, 3.733, 2.411], [-1.890, 6.024, 2.480], [-1.466, 5.614, 4.207], [-3.105, 6.247, 3.788], [-1.972, 3.691, 5.411], [-0.995, 3.435, 4.090], [-2.278, 2.290, 4.177]], "lowdin_spin": [0.9271, 0.0001, 0.0002, -0.0003, 0.0005, 0.0018, 0.0036, 0.0004, 0.0011, 0.0000, 0.0014, 0.0002, -0.0001, 0.0014, 0.0040, 0.0046, 0.0018, 0.0061, 0.0115, 0.0018, 0.0000, 0.0018, 0.0122, 0.0008, 0.0132, 0.0105, 0.0000, 0.0000, 0.0000, 0.0000, 0.0000, 0.0001, 0.0000, 0.0000, 0.0000, 0.0001, 0.0000, 0.0005, 0.0001, 0.0003, 0.0001, 0.0008, -0.0001, 0.0004, 0.0010, 0.0003, 0.0000, 0.0001, 0.0011, 0.0003, 0.0027, -0.0024, 0.0035, -0.0017, -0.0073, 0.0011, 0.0004, -0.0020, 0.0006, 0.0003, -0.0005, -0.0002, 0.0000, 0.0018, 0.0001, 0.0004, 0.0000, 0.0000, 0.0000, 0.0018, -0.0001, 0.0000, 0.0000, 0.0001, 0.0001, 0.0005, -0.0002, 0.0003, 0.0009, -0.0002, 0.0025, 0.0006, 0.2527, 0.6945, 0.0030, 0.0033, 0.0002, 0.0140, 0.0000, 0.0000, 0.0004, 0.0006, 0.0000, 0.0000, 0.0000, 0.0011, 0.0001, 0.0002, 0.0000, 0.0005, 0.0001, 0.0154], "homo_lumo_gap_ev": [5.29, 1.52], "charge": -1, "multiplicity": 3}


{"formula": "C38H48CoGe2N4S2", "method": "wB97M-V/def2-TZVPD", "symbols": ["Co", "C", "N", "C", "C", "N", "C", "C", "C", "C", "C", "C", "C", "S", "C", "C", "C", "C", "C", "C", "S", "H", "H", "H", "H", "H", "H", "H", "H", "H", "H", "H", "H", "H", "H", "H", "H", "H", "H", "C", "C", "Ge", "C", "C", "C", "C", "Ge", "C", "C", "C", "C", "C", "C", "C", "C", "C", "C", "H", "H", "H", "H", "H", "H", "H", "H", "H", "H", "H", "H", "H", "H", "H", "H", "H", "H", "H", "H", "H", "H", "H", "H", "H", "H", "N", "C", "C", "C", "C", "C", "N", "C", "H", "H", "H", "H"], "positions_angstrom": [[0.855, 0.376, -0.043], [3.843, -0.129, -1.720], [2.731, 0.707, -1.242], [2.338, 1.704, -2.251], [1.397, 1.191, -3.377], [0.559, 0.023, -3.107], [1.062, -1.190, -3.728], [-0.825, 0.173, -3.050], [-1.721, -0.658, -3.937], [-2.916, 0.142, -4.380], [-3.440, 1.081, -3.564], [-2.774, 1.440, -2.363], [-1.451, 1.033, -2.147], [-0.586, 1.812, -0.807], [3.097, 1.281, 0.035], [3.669, 2.548, 0.144], [4.113, 3.029, 1.361], [4.026, 2.231, 2.494], [3.484, 0.962, 2.404], [2.997, 0.468, 1.188], [2.430, -1.213, 1.162], [4.785, 0.428, -1.680], [3.664, -0.423, -2.753], [3.931, -1.020, -1.100], [3.220, 2.135, -2.743], [1.833, 2.502, -1.720], [2.003, 0.947, -4.256], [0.755, 2.030, -3.649], [1.167, -1.088, -4.817], [0.400, -2.026, -3.513], [2.034, -1.440, -3.307], [-1.173, -1.013, -4.813], [-3.398, -0.136, -5.309], [-4.362, 1.587, -3.825], [-3.245, 2.109, -1.655], [3.780, 3.160, -0.743], [4.544, 4.021, 1.421], [4.391, 2.594, 3.447], [3.449, 0.318, 3.271], [-0.534, 0.216, 4.634], [0.306, 0.284, 3.360], [-0.775, 0.669, 1.680], [-2.172, 2.080, 1.928], [-2.881, 2.089, 3.282], [-1.760, -1.032, 1.584], [-1.255, -2.174, 1.100], [0.342, -1.942, -0.149], [-2.229, -1.906, -3.156], [-2.730, -3.022, -4.061], [1.401, -3.680, -0.303], [0.848, -4.825, -1.154], [-2.023, -3.431, 1.232], [-2.139, -4.318, 0.162], [-2.934, -5.450, 0.247], [-3.624, -5.729, 1.416], [-3.498, -4.872, 2.501], [-2.704, -3.741, 2.413], [0.054, -0.224, 5.443], [-1.419, -0.407, 4.493], [-0.857, 1.203, 4.963], [0.744, -0.691, 3.157], [1.128, 0.987, 3.481], [-2.892, 1.879, 1.132], [-1.739, 3.057, 1.715], [-3.192, 1.085, 3.578], [-3.775, 2.716, 3.242], [-2.237, 2.486, 4.065], [-2.740, -1.040, 2.067], [-1.409, -2.272, -2.531], [-3.017, -1.579, -2.476], [-1.934, -3.372, -4.724], [-3.565, -2.686, -4.678], [-3.074, -3.867, -3.464], [1.602, -4.028, 0.714], [2.358, -3.357, -0.717], [0.067, -5.373, -0.630], [1.644, -5.532, -1.395], [0.433, -4.468, -2.102], [-1.609, -4.100, -0.755], [-3.013, -6.115, -0.606], [-4.252, -6.609, 1.484], [-4.026, -5.087, 3.422], [-2.598, -3.089, 3.272], [1.973, 5.202, 5.605], [1.768, 5.111, 4.478], [1.519, 4.969, 3.078], [1.825, 5.979, 2.170], [1.581, 5.745, 0.829], [1.047, 4.522, 0.449], [0.751, 3.552, 1.310], [0.979, 3.775, 2.594], [2.232, 6.919, 2.515], [1.795, 6.500, 0.086], [0.832, 4.312, -0.593], [0.712, 2.985, 3.287]], "lowdin_spin": [1.8984, 0.0000, 0.0167, 0.0024, 0.0198, 0.0892, 0.0111, 0.2427, 0.0615, 0.1925, 0.0196, 0.2815, 0.0162, 0.0383, 0.0024, 0.0056, 0.0009, 0.0055, 0.0001, 0.0061, 0.0056, 0.0004, 0.0000, 0.0003, 0.0009, 0.0004, 0.0044, 0.0020, 0.0023, 0.0023, 0.0034, 0.0065, 0.0124, -0.0044, 0.0182, 0.0003, 0.0000, 0.0003, -0.0001, -0.0096, -0.0339, -0.0881, -0.0024, -0.0020, 0.0002, 0.0070, 0.0595, 0.0508, 0.0052, 0.0307, 0.0014, -0.0018, 0.0001, 0.0001, -0.0001, -0.0001, -0.0006, -0.0027, -0.0003, -0.0001, 0.0002, 0.0003, 0.0014, 0.0001, -0.0001, -0.0004, 0.0000, -0.0014, 0.0099, 0.0003, 0.0005, 0.0011, 0.0011, 0.0039, 0.0001, 0.0000, 0.0000, 0.0007, 0.0009, 0.0000, 0.0000, 0.0000, -0.0001, 0.0000, 0.0000, 0.0002, -0.0001, 0.0000, 0.0003, 0.0015, 0.0003, 0.0000, 0.0000, 0.0005, 0.0001], "homo_lumo_gap_ev": [6.11, 7.18], "charge": 0, "multiplicity": 4}


Energy across the listed records, respectively: -138014.2338; -119639.3065; -218471.0574 eV.
Energy relative to the best compared isomer or geometry (same formula, charge and spin) across the listed records, respectively: 23.1; 427.6; 364.0 kJ/mol.